Here is a 2-piece molecular cluster, C4H12NO2 overall in a non-equilibrium geometry from the OMol25 dataset. Energies are from ωB97M-V/def2-TZVPD.

2S+1: 1
E, a.u.: -364.78651
Total charge: -1
Energy above the lowest of the compared OMol25 structures with the same formula, charge and spin, kcal/mol: 43.29
LUMO energy, eV: 4.2
Frontier orbital gap, eV: 7.92
Max |F|, eV/A: 3.77

Each atom is followed by the atoms it is bonded to, with distances in Å.
CARTESIAN COORDINATES (ANGSTROEM)
1 C 1.15 2.20 -0.04  C2 1.614, H7 1.227, H8 1.073, H9 1.102
2 C 0.51 0.77 0.34  C1 1.614, C3 1.563, N6 1.478, H10 1.052
3 C 0.31 -0.11 -0.94  C2 1.563, C4 1.570, H11 1.191, H12 1.108
4 C -1.14 -0.22 -1.53  C3 1.570, O5 1.376, H13 1.196, H14 1.117
5 O -1.84 -1.23 -0.92  C4 1.376, H17 1.054
6 N 1.50 0.10 1.21  C2 1.478, H15 1.041, H16 1.071
7 H 0.38 2.87 -0.73  C1 1.227
8 H 1.23 2.61 0.95  C1 1.073
9 H 2.12 2.01 -0.52  C1 1.102
10 H -0.48 0.93 0.65  C2 1.052
11 H 0.99 0.42 -1.76  C3 1.191
12 H 0.80 -1.08 -0.77  C3 1.108
13 H -1.74 0.74 -1.14  C4 1.196
14 H -1.11 -0.50 -2.61  C4 1.117
15 H 1.62 0.64 2.09  N6 1.041
16 H 0.82 -0.65 1.57  N6 1.071
17 H -1.43 -1.12 0.04  O5 1.054
18 H -0.30 -2.00 2.26  O19 0.965
19 O -0.45 -1.45 1.48  H18 0.965

Results of the Löwdin charge analysis, in e, for atoms 1 through 5: -0.10 -0.49 -0.19 -0.34 -0.16